Here is a molecular structure, C34H52BCaN4P2S at a distorted geometry from the OMol25 dataset. Energies are from the ωB97M-V functional and the def2-TZVPD basis.

Net charge ... +1
Energy above the lowest of the compared OMol25 structures with the same formula, charge and spin ... 84.4 kJ/mol
Frontier orbital gap ... 6.4 eV
LUMO level ... -3.10 eV

The geometry in XYZ format:
```
95
Properties=species:S:1:pos:R:3:forces:R:3:lowdin_charge:R:1
Ca 0.29000 -0.17045 0.63358 -1.8 -0.2 0.9 1.105
C -1.81370 -4.51403 -0.35887 0.0 0.0 0.0 -0.096
C -0.42381 -4.02152 -0.77767 0.0 -0.2 0.1 -0.715
C 0.45866 -3.98823 0.48344 0.0 0.0 0.0 -0.117
C 0.19877 -4.99836 -1.78288 0.0 -0.1 0.1 -0.078
P -0.50038 -2.25384 -1.35508 0.6 0.2 0.0 1.059
C 1.15712 -2.09651 -2.22942 -0.1 0.2 -0.1 -0.285
N 1.58985 -0.71420 -2.32755 0.0 0.0 0.1 -0.062
B 1.51107 0.26837 -1.24854 1.3 0.3 -2.1 -0.571
N 1.73694 1.51910 -1.95365 -0.1 0.1 0.2 -0.052
C 1.32066 2.79102 -1.37698 0.0 -0.1 -0.3 -0.283
P -0.50880 2.77184 -0.90110 0.7 -0.3 -0.1 1.113
C -1.30201 3.72190 -2.28583 -0.4 0.0 0.0 -0.713
C -0.97891 5.21352 -2.32301 0.0 0.1 -0.1 -0.083
C -2.82177 3.51559 -2.17334 0.0 0.0 0.0 -0.103
C -0.84060 3.08430 -3.60225 0.0 0.0 -0.1 -0.084
C -0.47588 3.77187 0.67668 0.0 0.2 0.2 -0.713
C -1.89784 4.18033 1.07512 0.0 0.0 0.1 -0.097
C 0.03405 2.77619 1.73342 0.1 0.0 0.0 -0.155
C 0.43237 5.00834 0.69447 0.0 0.0 0.1 -0.076
C 2.02863 1.28764 -3.30268 -0.1 0.2 0.3 -0.192
C 2.41027 2.14827 -4.31849 0.0 0.1 -0.1 -0.035
C 2.65429 1.62137 -5.58303 0.0 -0.1 0.0 -0.090
C 2.53196 0.25412 -5.82165 0.0 0.1 0.1 -0.091
C 2.17761 -0.61820 -4.79514 0.0 0.0 -0.1 -0.025
C 1.93308 -0.09199 -3.53682 -0.1 -0.3 0.3 -0.197
C -1.76563 -1.97764 -2.67878 -0.2 -0.1 0.0 -0.708
C -3.13976 -1.82638 -2.00818 0.0 0.0 -0.1 -0.099
C -1.82140 -3.06633 -3.74867 -0.1 0.0 -0.1 -0.078
C -1.42057 -0.63839 -3.34309 0.0 0.0 -0.1 -0.096
H -1.70884 -5.45479 0.18958 0.0 0.0 0.0 0.092
H -2.45961 -4.70527 -1.21595 0.0 0.0 0.0 0.071
H -2.32162 -3.80205 0.29765 0.0 0.0 0.0 0.078
H 0.54276 -4.99529 0.90129 0.0 0.0 0.0 0.094
H 0.02487 -3.35231 1.26283 0.0 0.0 0.0 0.056
H 1.47526 -3.64187 0.27743 0.0 0.0 0.0 0.076
H 0.21100 -6.00095 -1.34451 0.0 0.0 0.0 0.094
H 1.23023 -4.74136 -2.02412 0.0 0.0 0.0 0.076
H -0.36193 -5.05768 -2.71184 0.0 0.0 0.0 0.067
H 1.09080 -2.54899 -3.22042 0.0 0.0 0.0 0.084
H 1.87680 -2.69336 -1.66927 0.1 0.0 0.0 0.081
H 1.53650 3.62101 -2.05281 0.0 0.0 0.0 0.088
H 1.89479 2.97329 -0.47153 0.1 0.0 0.1 0.069
H -1.45916 5.76506 -1.51345 0.0 0.0 0.0 0.070
H -1.34930 5.62869 -3.26606 0.0 0.0 0.1 0.095
H 0.09557 5.40657 -2.28532 0.0 0.0 0.0 0.079
H -3.23900 3.95178 -1.26438 0.0 0.0 0.0 0.061
H -3.07689 2.45258 -2.18885 0.0 0.0 0.0 0.074
H -3.31612 3.99135 -3.02572 0.0 0.0 0.0 0.091
H 0.14813 3.42566 -3.89756 0.1 0.0 0.0 0.065
H -1.53804 3.37941 -4.39190 0.1 0.0 0.0 0.098
H -0.81626 1.99352 -3.57293 0.0 0.0 0.0 0.059
H -2.60966 3.35653 0.97469 0.0 0.0 0.0 0.080
H -2.25997 5.01331 0.47148 0.0 0.0 0.0 0.073
H -1.90787 4.50318 2.12126 0.0 0.0 -0.1 0.091
H -0.67326 1.94226 1.84542 0.0 0.0 0.0 0.046
H 0.10090 3.24671 2.71854 0.0 0.0 0.0 0.097
H 1.04182 2.40299 1.49594 -0.1 0.0 0.0 0.066
H 0.05941 5.79340 0.04108 0.0 0.0 0.0 0.067
H 1.45784 4.78766 0.40064 0.0 0.0 0.0 0.074
H 0.47102 5.41930 1.70867 0.0 0.0 0.0 0.092
H 2.53106 3.20997 -4.13685 0.0 0.0 0.0 0.109
H 2.95571 2.28150 -6.38627 0.0 0.0 0.0 0.102
H 2.73389 -0.13847 -6.81030 0.0 0.0 0.0 0.101
H 2.11738 -1.68387 -4.98208 0.0 0.0 0.0 0.105
H -3.48956 -2.74683 -1.54198 0.0 0.0 0.0 0.062
H -3.87290 -1.53997 -2.76779 0.0 0.0 0.0 0.091
H -3.12687 -1.04048 -1.24933 0.0 0.0 0.0 0.073
H -2.21657 -4.00791 -3.36889 0.0 0.0 0.0 0.071
H -0.84545 -3.25578 -4.19942 0.0 0.0 0.0 0.078
H -2.48628 -2.73198 -4.55110 0.0 0.0 0.0 0.096
H -1.19881 0.14360 -2.61253 0.0 0.0 0.1 0.046
H -2.28815 -0.31566 -3.92743 0.1 0.0 0.0 0.099
H -0.56892 -0.71384 -4.02089 0.0 0.0 0.0 0.082
S 0.65361 0.03462 7.48064 -0.1 0.3 0.1 1.001
C 0.56788 -0.20580 5.71464 0.1 -0.2 0.1 -0.487
C 1.65085 0.10384 4.90281 0.0 0.0 0.0 -0.047
C 1.55107 -0.12502 3.54280 -0.2 -0.1 0.0 -0.130
N 0.44809 -0.62349 2.95903 0.1 0.1 0.9 -0.104
C -0.60165 -0.90109 3.75315 0.2 0.0 -0.2 -0.123
C -0.58425 -0.70672 5.11918 0.0 0.0 0.1 -0.051
C 1.24357 -1.57080 7.99102 0.0 -0.1 -0.2 -0.521
C 2.60134 -1.80122 8.14611 0.0 0.0 0.0 -0.079
C 3.01370 -3.07469 8.51638 -0.1 -0.2 0.0 -0.128
N 2.17596 -4.09004 8.73131 -0.1 0.3 -0.1 0.074
C 0.87113 -3.84202 8.60069 0.2 -0.1 0.0 -0.129
C 0.35499 -2.60582 8.23727 0.0 0.0 0.0 -0.080
H 2.55970 0.50869 5.32661 0.0 0.0 0.0 0.118
H 2.39664 0.08459 2.89319 0.0 0.0 0.0 0.120
H -1.48558 -1.30279 3.27006 0.0 0.0 0.0 0.118
H -1.45569 -0.94043 5.71651 0.0 0.0 0.0 0.117
H 3.32253 -1.00882 7.99394 0.0 0.0 0.0 0.106
H 4.06943 -3.28604 8.64441 0.0 0.0 0.0 0.112
H 0.20194 -4.67197 8.79784 0.0 0.0 0.0 0.111
H -0.71419 -2.45330 8.16331 0.0 0.0 0.0 0.105
```
Forces are in eV/Å.


Here is a molecular structure, C34H52N3OP2Sn at a distorted geometry from the OMol25 dataset. Energies are from the ωB97M-V functional and the def2-TZVPD basis.

Net charge ... +1
Energy above the lowest of the compared OMol25 structures with the same formula, charge and spin ... 78.4 kJ/mol
Frontier orbital gap (alpha / beta) ... 4.7 / 5.5 eV
LUMO level (alpha / beta) ... -2.36 / -2.34 eV

The geometry in XYZ format:
```
93
Properties=species:S:1:pos:R:3:forces:R:3:lowdin_charge:R:1
C -1.71737 -1.41566 -2.60093 0.4 -0.5 -0.6 -0.314
C 0.56985 -1.69617 -2.41087 -0.3 -1.1 -0.3 -0.252
C -1.70072 -2.15145 -3.78891 -0.3 0.0 0.5 -0.012
C 0.62039 -2.60796 -3.47154 -0.4 0.2 0.3 -0.025
C -0.54728 -2.84155 -4.16491 -0.2 0.0 -0.2 -0.038
H -2.60022 -2.17184 -4.38899 0.1 -0.1 -0.1 0.118
H 1.57525 -3.02540 -3.77777 -0.1 0.2 -0.1 0.125
H -0.52940 -3.45803 -5.05918 -0.1 0.0 0.2 0.117
N -0.60010 -1.30612 -1.85650 0.2 0.9 -0.6 0.005
P -2.98848 -0.17033 -0.44324 0.2 0.0 0.0 0.960
P 2.85373 -0.21068 -0.83370 -2.1 -0.3 -0.5 1.156
C -2.90865 -0.57049 -2.22836 -0.4 0.0 -0.3 -0.245
H -2.84628 0.37564 -2.79353 0.2 -0.3 0.2 0.101
H -3.83499 -1.04555 -2.57645 0.3 0.1 0.1 0.082
C 1.75744 -0.81436 -2.27176 2.8 -2.8 0.8 -0.250
H 2.41082 -1.01310 -3.14256 -0.4 0.3 0.4 0.105
C 4.39447 0.61343 -1.68969 0.0 -0.1 0.2 -0.564
C 3.21835 -1.18780 0.71929 0.5 -0.3 0.4 -0.631
C -3.61321 1.58821 -0.30886 -0.7 -0.4 -0.1 -0.699
C -4.04419 -1.56684 0.26071 -0.3 0.4 -0.1 -0.674
C 4.35605 2.05917 -1.17935 0.2 0.3 0.1 -0.078
H 4.34414 2.10919 -0.08324 0.0 0.0 -0.2 0.077
H 5.24988 2.59550 -1.53346 -0.2 -0.2 0.1 0.100
H 3.47898 2.59591 -1.55704 0.1 -0.2 0.1 0.074
C 5.72369 -0.07502 -1.31915 0.3 0.0 0.1 -0.094
H 5.94696 -0.10181 -0.24914 -0.1 0.0 -0.3 0.061
H 5.78501 -1.09560 -1.72004 -0.1 0.2 0.1 0.086
H 6.54275 0.49390 -1.79298 -0.4 -0.1 0.2 0.097
C 4.37501 0.62955 -3.23752 -0.2 -0.1 -0.1 -0.068
H 5.31547 1.09789 -3.58714 -0.4 -0.2 0.3 0.102
H 4.35751 -0.38458 -3.66958 0.0 0.3 0.2 0.089
H 3.55201 1.21868 -3.65609 0.1 -0.2 0.2 0.076
C 3.95081 -0.22847 1.66908 0.2 0.2 0.3 -0.083
H 3.35950 0.68061 1.82892 0.0 -0.1 0.0 0.083
H 4.11031 -0.68969 2.65543 -0.1 0.0 -0.3 0.099
H 4.93104 0.08744 1.30230 -0.2 -0.1 0.1 0.059
C 1.91637 -1.65577 1.40439 0.4 0.2 0.0 -0.180
H 1.38364 -0.79367 1.83797 0.2 -0.4 -0.3 -0.010
H 1.27663 -2.21118 0.70662 0.0 0.2 0.2 0.046
H 2.10785 -2.33427 2.24893 0.4 0.1 -0.2 0.102
C 4.05276 -2.43286 0.36138 0.2 -0.1 0.0 -0.073
H 5.04167 -2.19269 -0.03808 -0.2 0.0 0.1 0.058
H 4.21193 -3.05905 1.25264 -0.1 0.3 -0.2 0.097
H 3.53484 -3.05404 -0.37694 0.0 0.1 0.1 0.086
C -4.49904 -1.20355 1.68496 -0.2 -0.2 0.0 -0.086
H -5.08203 -2.04980 2.08360 0.2 0.2 -0.1 0.097
H -3.65176 -1.03541 2.36583 -0.2 0.1 -0.2 0.059
H -5.15783 -0.32348 1.69373 0.2 -0.3 0.0 0.069
C -3.17806 -2.84312 0.30649 0.0 0.1 0.1 -0.096
H -2.79603 -3.11456 -0.68734 -0.1 0.1 0.2 0.079
H -2.33299 -2.74805 1.00526 -0.3 0.0 -0.3 0.019
H -3.81319 -3.67291 0.65601 0.1 0.2 -0.1 0.099
C -5.26850 -1.83043 -0.62984 -0.3 -0.2 0.2 -0.091
H -5.92696 -2.54257 -0.10931 0.1 0.1 -0.2 0.095
H -5.85258 -0.92370 -0.83198 0.1 -0.3 0.0 0.069
H -4.98858 -2.29418 -1.58469 -0.1 0.1 0.3 0.077
C -2.70222 2.50264 -1.15778 -0.1 -0.1 0.0 -0.096
H -2.87086 2.36103 -2.23336 0.1 0.1 0.2 0.079
H -2.94292 3.55081 -0.92110 0.0 -0.3 -0.1 0.097
H -1.63269 2.35266 -0.94402 -0.3 0.0 -0.1 0.048
C -3.56417 2.05542 1.16033 -0.1 0.0 -0.1 -0.089
H -2.55139 1.99588 1.57959 -0.2 0.0 -0.2 0.042
H -3.89181 3.10667 1.19146 0.1 -0.3 0.0 0.096
H -4.24298 1.47819 1.80087 0.2 0.2 -0.2 0.065
C -5.05746 1.63810 -0.83107 -0.2 0.6 0.1 -0.093
H -5.14256 1.25679 -1.85848 0.0 0.1 0.2 0.085
H -5.75358 1.08642 -0.18270 0.2 0.1 -0.2 0.073
H -5.38451 2.68904 -0.83746 -0.1 -0.2 -0.1 0.094
Sn -0.48946 -0.19285 0.30424 -0.2 -0.7 -0.4 1.037
C -1.15114 -1.70118 2.83225 -0.2 -0.5 1.5 -0.089
O -0.92835 -1.63366 3.94474 0.1 0.2 -0.9 0.062
N 1.40212 0.79489 -0.63537 2.5 -0.2 0.2 -0.192
C 1.36459 0.50943 -1.99799 -0.7 4.2 -2.3 -0.567
C 1.06390 1.43994 -3.07311 0.0 -0.6 0.4 -0.192
C 0.89128 2.80921 -2.80799 0.1 0.2 -1.0 -0.049
C 1.04396 0.97278 -4.41634 0.1 0.7 0.0 -0.040
C 0.74832 3.70584 -3.87440 0.0 -0.6 0.1 -0.075
H 0.95886 3.14551 -1.78632 -0.1 0.1 0.2 0.098
C 0.90413 1.88539 -5.46391 0.0 -0.9 0.0 -0.087
H 1.23718 -0.08124 -4.62157 -0.3 0.3 -0.1 0.105
C 0.74933 3.24252 -5.19556 -0.2 0.3 -0.3 -0.100
H 0.64114 4.76238 -3.67595 0.0 0.1 0.0 0.099
H 0.91896 1.49387 -6.49789 0.0 0.4 0.6 0.113
H 0.59317 3.92011 -6.04505 0.2 -0.1 0.5 0.106
C 1.14047 2.35302 5.34444 0.3 0.2 0.3 -0.084
C -0.29532 2.12652 4.85722 -0.1 0.3 1.0 -0.210
C -0.35333 1.57341 3.52895 -0.1 -0.7 -2.4 -0.164
N -0.40690 1.16825 2.43731 0.1 1.4 2.8 0.063
H 1.70338 1.41864 5.34948 0.0 0.0 0.0 0.079
H 1.14807 2.75221 6.37307 -0.1 -0.2 -0.5 0.088
H 1.66123 3.07210 4.70566 -0.1 -0.1 0.1 0.083
H -0.81881 1.43756 5.53566 0.1 0.2 -0.2 0.129
H -0.85556 3.07278 4.85355 0.1 -0.3 0.0 0.131
```
Forces are in eV/Å.